Computed, not measured: C26H58P4SSn as an isolated structure in a non-equilibrium geometry, with ωB97M-V/def2-TZVPD.

Element x y z (Å)
Sn (-0.3223, 0.0141, -0.6765)
S (0.0477, -0.4765, -3.2749)
P (-2.2451, 2.0827, -0.3188)
P (1.4967, 1.9302, -1.4283)
P (0.7951, 0.3802, 2.4051)
P (-2.4577, -1.4703, 0.6835)
C (2.1004, -1.9532, 1.4968)
C (1.4647, -2.8549, -6.2981)
C (2.3344, -0.4515, 1.7185)
C (1.3272, 2.0284, 3.1088)
C (-3.3453, 2.1358, 1.1568)
C (2.9885, 1.0479, -2.0257)
C (0.2430, -1.0102, -7.2846)
C (-3.9844, -1.5981, -0.3210)
C (2.0647, 2.0338, 4.4546)
C (1.0076, -2.1776, -7.4379)
C (0.1291, 2.9842, 3.1498)
C (-1.6910, 3.8293, -0.3136)
C (-3.1681, -1.3048, 2.3675)
C (1.2887, -1.1956, 4.7992)
C (-0.5699, -4.6037, -2.6876)
C (-3.5226, 2.1681, -1.6291)
C (0.3735, -1.2333, -4.8740)
C (-0.8569, 0.1236, 4.6734)
C (0.5590, -4.7554, -1.9716)
C (1.1587, -2.3869, -5.0148)
C (-1.8766, -3.2052, 0.7229)
C (2.1707, 3.1889, -0.2950)
C (3.6360, -0.1936, 2.4788)
C (0.2195, -0.6250, 3.8692)
C (1.0092, 2.8787, -2.9150)
C (-0.0704, -0.5337, -6.0095)
H (2.1349, -2.5031, 2.4475)
H (-1.2109, 4.0806, -1.2659)
H (-0.4240, 0.9070, 5.3101)
H (2.0348, 2.3990, 2.3469)
H (-0.9698, 4.0139, 0.4902)
H (-3.0316, 2.3153, -2.5963)
H (2.8986, 3.8124, -0.8384)
H (2.6794, 2.7063, 0.5501)
H (2.9651, 1.4051, 4.4631)
H (2.0617, -3.7631, -6.4005)
H (2.3961, 3.0704, 4.6289)
H (0.1037, 2.4567, -3.3732)
H (-3.4861, -0.2707, 2.5565)
H (-2.7488, 2.0739, 2.0787)
H (-4.0406, -1.9679, 2.4672)
H (2.9035, -2.3421, 0.8545)
H (1.5212, -4.3182, -2.2760)
H (-4.0972, 1.2365, -1.6633)
H (3.9058, 0.8710, 2.5282)
H (-0.1162, -0.4685, -8.1586)
H (0.8420, 3.9362, -2.6627)
H (3.1914, 1.3500, -3.0647)
H (-1.6334, 0.5776, 4.0413)
H (1.5294, -2.9031, -4.1232)
H (-3.7259, -1.7126, -1.3832)
H (-1.3515, -0.5904, 5.3484)
H (1.2454, -2.5613, -8.4347)
H (-2.4221, -1.5864, 3.1230)
H (-0.4157, 2.9887, 2.1981)
H (-4.1977, 3.0139, -1.4259)
H (-0.5722, 2.7162, 3.9516)
H (1.9513, -1.9158, 4.3105)
H (-0.6100, -4.0323, -3.6177)
H (-1.3234, -3.4500, -0.1946)
H (-3.9005, 3.0864, 1.1599)
H (-1.5140, -5.0652, -2.3688)
H (1.8912, -0.4120, 5.2781)
H (-1.2166, -3.3591, 1.5879)
H (2.4103, 0.0280, 0.7208)
H (1.1439, -2.1729, 0.9996)
H (4.4447, -0.7077, 1.9374)
H (-4.5622, -2.4742, 0.0044)
H (-0.6383, 0.3891, -5.8769)
H (3.8604, 1.3054, -1.4075)
H (3.6131, -0.6118, 3.4960)
H (-4.6010, -0.6959, -0.2045)
H (0.7653, -1.7426, 5.5978)
H (1.4191, 1.7546, 5.2994)
H (-2.5606, 4.4855, -0.1597)
H (1.8287, 2.8156, -3.6455)
H (-4.0650, 1.3064, 1.1553)
H (1.3645, 3.8290, 0.0910)
H (2.8455, -0.0425, -1.9987)
H (-2.7441, -3.8766, 0.8134)
H (0.4947, 4.0008, 3.3438)
H (0.5902, -5.3664, -1.0557)
H (-0.2749, -1.4748, 3.3591)
H (-0.8861, -1.3406, -2.6513)

Output
HOMO level (alpha / beta) = -18.76 / -18.76 eV
Energy relative to the best compared isomer or geometry (same formula, charge and spin) = 66.0 kcal/mol
Multiplicity = 1
LUMO (alpha / beta) = -14.990 / -15.436 eV
Calculated total energy = -81682.217 eV
Total charge = +4


Computed, not measured: a 6-piece molecular cluster, C6H24N2O5 overall in a non-equilibrium geometry, with ωB97M-V/def2-TZVPD.

Element x y z (Å)
O (3.5330, -1.1677, 0.1904)
O (0.6532, -0.2135, 3.1465)
O (1.1913, -2.1881, 1.7558)
O (0.3041, 3.3067, 2.2818)
O (2.2633, 1.0432, 1.6420)
N (-1.6806, 2.7624, -0.3191)
N (-2.5128, -1.4068, 0.6151)
C (-0.2283, -2.3144, -2.4824)
C (-2.4704, -0.5069, -0.5279)
C (-0.0208, -1.1812, -1.4379)
C (-0.6651, 2.0877, -1.2192)
C (-1.2515, 0.9067, -2.0745)
C (-1.3006, -0.3981, -1.2465)
H (-1.3830, -2.4300, -2.6194)
H (-0.7144, 0.9257, -3.1484)
H (0.2574, -2.0898, -3.3800)
H (1.7631, 0.5547, 2.1781)
H (1.3788, -0.7438, 3.4162)
H (-2.0128, -2.2610, 0.4486)
H (-3.4503, -1.5003, 0.8988)
H (-0.2416, 2.8005, -1.9673)
H (0.6219, -0.4037, -1.7185)
H (1.7168, -3.0374, 1.6945)
H (4.0680, -0.8011, 1.0116)
H (3.8936, -0.7381, -0.6583)
H (1.5055, -1.7013, 1.0654)
H (-2.4709, 2.8580, -0.9849)
H (-1.8146, 2.4732, 0.5987)
H (1.0233, 3.6280, 1.8497)
H (0.1920, 1.6543, -0.6585)
H (2.5314, 1.8424, 2.3184)
H (0.3960, 2.3352, 2.1977)
H (0.2112, -3.2899, -2.2317)
H (0.0489, -0.7553, 2.6757)
H (-2.3160, 1.1005, -2.3418)
H (0.2563, -1.4594, -0.3878)
H (-3.2755, 0.3087, -0.5812)

Output
HOMO level = -7.70 eV
Energy relative to the best compared isomer or geometry (same formula, charge and spin) = 84.2 kcal/mol
Multiplicity = 1
LUMO = 0.289 eV
Calculated total energy = -19825.748 eV
Total charge = 0


Computed, not measured: C27H18BrI2O5S4Zr as an isolated structure, with ωB97M-V/def2-TZVPD.

Element x y z (Å)
I (2.7009, 1.9663, 0.9928)
I (4.1121, -2.7006, -7.9121)
Zr (1.5209, -0.6337, 0.1733)
Br (-1.7642, -1.5381, 4.0673)
S (1.5858, -3.2851, 0.5654)
S (-0.2291, -1.9872, -1.2289)
S (-1.6197, 0.4483, 0.1913)
S (-0.7576, -4.8323, -0.4873)
O (0.2473, -0.8536, 1.9747)
O (-0.1679, 0.7725, -0.1151)
O (1.8447, 0.2168, -1.9130)
O (2.3977, -1.0331, 2.2414)
O (3.2598, -1.2194, -1.0731)
C (4.4563, -2.4260, -4.9217)
C (-3.4495, 1.9965, 1.5153)
C (1.0451, -0.9734, 7.0142)
C (-3.6885, 1.0381, -3.7983)
C (0.1453, -3.4608, -0.3573)
C (1.2483, -0.9810, 2.7434)
C (-2.4350, 0.7022, -1.3774)
C (1.0949, -1.0100, 4.2247)
C (-1.6780, 4.1021, 1.9016)
C (4.1493, -1.9782, -3.6471)
C (-3.8630, 3.1330, 2.1899)
C (-1.8069, 1.4528, -2.3570)
C (2.5630, -1.1969, -5.7970)
C (2.2607, -0.8018, 4.9637)
C (-3.6587, 0.0922, -1.5912)
C (-0.1016, -1.2019, 4.9119)
C (3.0653, -1.1338, -3.4491)
C (2.2711, -0.7476, -4.5202)
C (2.2452, -0.7784, 6.3444)
C (3.6583, -2.0273, -5.9835)
C (-2.4469, 1.6196, -3.5748)
C (-2.9768, 4.1860, 2.3801)
C (-4.2929, 0.2736, -2.8110)
C (-2.1558, 1.9411, 1.0220)
C (2.7253, -0.6679, -2.0818)
C (-1.2540, 2.9731, 1.2160)
C (-0.1214, -1.1869, 6.3002)
H (-4.1784, 1.1657, -4.7549)
H (1.4203, -0.1055, -4.3351)
H (-5.2455, -0.2036, -2.9982)
H (3.1607, -0.6090, 6.8942)
H (-4.1236, 1.1600, 1.3798)
H (-1.9699, 2.1975, -4.3558)
H (-0.9815, 4.9131, 2.0681)
H (-0.2352, 2.8759, 0.8610)
H (1.0120, -0.9623, 8.0955)
H (4.7366, -2.2865, -2.7933)
H (-4.0929, -0.5420, -0.8291)
H (5.2996, -3.0820, -5.0848)
H (-4.8704, 3.1917, 2.5787)
H (-0.8246, 1.8658, -2.1673)
H (3.1766, -0.6499, 4.4099)
H (1.9437, -0.9090, -6.6348)
H (-3.2985, 5.0690, 2.9162)
H (-1.0590, -1.3479, 6.8134)

Output
HOMO level = -4.57 eV
Energy relative to the best compared isomer or geometry (same formula, charge and spin) = 0.0 kcal/mol
Multiplicity = 1
LUMO = 1.972 eV
Calculated total energy = -169403.301 eV
Total charge = -1


Computed, not measured: one molecule with the formula C3H7N3O in a non-equilibrium geometry, with ωB97M-V/def2-TZVPD.

Element x y z (Å)
O (-2.4084, 0.1439, -0.4638)
N (0.2321, 1.7178, 0.0768)
N (0.5549, -0.6359, 0.0198)
N (-1.4803, 0.2785, 0.6437)
C (-2.0991, -1.0410, 0.1140)
C (1.9555, -0.5244, -0.3101)
C (-0.1373, 0.4090, 0.2304)
H (-2.7696, -1.4253, 0.8765)
H (2.3498, -1.5314, -0.4397)
H (2.5300, -0.0383, 0.4881)
H (-0.4503, 2.4184, 0.3122)
H (-1.5912, -1.7700, -0.5094)
H (2.1127, 0.0405, -1.2358)
H (1.2013, 1.9581, 0.1972)

Output
HOMO level = -9.30 eV
Energy relative to the best compared isomer or geometry (same formula, charge and spin) = 91.0 kcal/mol
Multiplicity = 1
LUMO = 0.985 eV
Calculated total energy = -9739.088 eV
Total charge = 0